(1)
45
Properties=species:S:1:pos:R:3:forces:R:3 method="wB97M-V/def2-TZVPD" e_homo_ha=-0.3037 multiplicity=1 energy_ha=-1422.710382 smiles="CCOC(=O)[C@]1(CCCCCCOc2ccc(Cl)cc2)CO1" e_above_lowest_ev=0.1664
C 2.15073 2.05917 -2.45258 -0.3 -0.2 0.3
C 1.16142 0.97890 -2.04284 0.5 -0.1 -0.3
O 0.42391 1.35715 -0.87508 -0.3 0.1 0.0
C 1.04476 1.20443 0.29561 0.3 -0.1 0.2
O 2.15188 0.75026 0.41530 0.0 0.0 0.0
C 0.21442 1.68315 1.46786 0.0 0.8 -0.4
C -1.10100 2.40066 1.19137 -0.2 -0.1 0.2
C -2.31023 1.69059 1.80762 0.1 -0.1 0.0
C -2.52116 0.27270 1.28024 0.0 0.3 0.0
C -2.96634 0.22245 -0.18017 0.0 -0.3 0.2
C -3.04451 -1.21054 -0.71347 0.4 0.1 -0.1
C -1.68311 -1.77351 -1.11704 -0.4 -0.1 -0.3
O -0.88981 -1.94476 0.03842 0.0 0.0 0.2
C 0.43981 -2.18318 -0.09864 0.4 -0.1 0.1
C 1.07343 -2.48781 -1.29909 -0.3 0.0 0.0
C 2.44320 -2.69817 -1.32830 0.1 0.0 0.2
C 3.17860 -2.60590 -0.16227 -0.2 0.0 -0.1
Cl 4.88795 -2.85930 -0.20922 0.3 0.0 0.0
C 2.55812 -2.31313 1.04339 0.0 -0.1 -0.1
C 1.19719 -2.10571 1.07285 -0.2 -0.1 -0.2
C 0.99737 1.99744 2.68038 0.5 0.6 -0.1
O 0.27888 0.81400 2.56989 -0.4 -1.2 0.4
H 1.63809 3.00694 -2.59975 0.0 0.1 -0.1
H 2.90704 2.17959 -1.68149 0.1 0.0 0.0
H 2.63746 1.77004 -3.37935 0.1 0.0 -0.1
H 0.40323 0.82852 -2.81471 0.1 0.0 0.1
H 1.68591 0.03953 -1.83961 -0.2 0.1 -0.1
H -1.04190 3.41392 1.59733 0.0 0.0 -0.1
H -1.22789 2.48471 0.11393 0.0 0.1 0.1
H -2.16884 1.63673 2.88863 -0.1 0.1 0.0
H -3.19947 2.29508 1.61317 0.0 0.0 0.1
H -3.28476 -0.21325 1.89224 0.0 -0.1 0.0
H -1.59882 -0.29114 1.40064 -0.1 -0.1 0.1
H -3.95092 0.68929 -0.26835 0.0 0.1 0.0
H -2.27272 0.78945 -0.80292 0.0 0.1 -0.1
H -3.68176 -1.23823 -1.59988 0.0 -0.1 0.0
H -3.48336 -1.86143 0.04364 -0.1 -0.1 0.0
H -1.81752 -2.74025 -1.62509 0.1 0.1 0.0
H -1.19080 -1.07936 -1.81200 0.0 -0.1 0.0
H 0.51504 -2.56925 -2.21886 -0.1 0.0 -0.1
H 2.93303 -2.92973 -2.26162 0.1 0.0 -0.1
H 3.14001 -2.23505 1.94740 0.1 0.0 0.1
H 0.69730 -1.85236 1.99392 -0.1 0.0 0.1
H 2.07612 1.89599 2.65512 0.0 0.0 0.0
H 0.60004 2.73137 3.37338 -0.1 0.0 0.0

(2)
16
Properties=species:S:1:pos:R:3:forces:R:3 method="wB97M-V/def2-TZVPD" e_homo_ha=-0.5592 multiplicity=1 energy_ha=-379.347902 smiles="C[C@@H](OO)C(N)=[NH2+]" e_above_lowest_ev=4.2699 charge=+1
C -0.26521 -1.55208 0.34553 0.6 0.0 -4.3
C -0.61156 -0.16994 -0.28056 0.9 -2.9 -1.9
O -1.75322 0.15926 0.37076 -1.5 1.4 0.7
O -2.72893 0.74488 -0.50513 0.4 0.4 -0.2
C 0.53744 0.79924 -0.19371 2.4 0.2 0.9
N 1.83336 0.52892 -0.57507 -0.8 4.0 1.2
N 0.34750 1.90771 0.51358 -1.0 -1.5 -1.2
H 0.15706 -1.37765 1.23579 1.2 0.0 3.7
H 0.49669 -2.02513 -0.32022 -0.4 0.1 0.6
H -1.15208 -2.16457 0.30767 -0.1 0.0 0.4
H -0.77724 -0.47586 -1.33716 -0.1 0.9 0.3
H -3.29899 -0.01087 -0.71206 -0.1 -0.1 0.1
H 2.48829 1.41443 -0.44853 -1.5 -3.0 -0.6
H 2.20792 -0.26171 -1.05609 -0.3 -0.4 -0.3
H 1.09150 2.58273 0.59132 -0.4 0.3 0.4
H -0.62571 2.02075 0.82731 0.7 0.6 0.0

(3)
14
Properties=species:S:1:pos:R:3:forces:R:3 method="wB97M-V/def2-TZVPD" e_homo_ha=-0.3349 multiplicity=1 energy_ha=-2943.028398 e_above_lowest_ev=5.0250
C -1.19705 1.65573 0.29725 -1.4 0.3 -2.5
C -1.45307 0.64381 -0.51636 0.4 -0.7 0.9
C 0.30844 -1.23650 -0.01706 0.7 -2.5 -0.1
C 1.34266 -0.45042 0.06929 3.5 -1.0 -0.7
C -1.14045 -0.78030 0.01336 -0.2 -0.5 -3.9
O 3.15416 -1.07286 0.13321 -5.4 -0.8 0.1
F 1.41612 0.81346 -0.10007 0.6 0.8 0.3
Br 4.29469 0.20681 -0.00268 1.2 1.7 -0.2
H -1.44425 2.62374 -0.06912 0.0 0.9 -0.1
H -0.80900 1.60088 1.24495 0.8 -0.4 2.2
H -1.83537 0.89441 -1.53321 0.3 -0.9 0.9
H 0.52943 -2.36211 0.00615 -0.4 1.9 0.1
H -1.78071 -1.55083 -0.50952 0.9 0.8 0.1
H -1.38557 -0.98583 0.98383 -1.1 0.4 2.9